Below is a molecular structure, C12H30B3BrN2O8 at a distorted geometry, with properties calculated with ωB97M-V with the def2-TZVPD basis set.

```
56
Properties=species:S:1:pos:R:3
C 2.90 -0.82 0.61
N 2.14 0.37 0.25
C 2.57 1.56 0.98
C 0.76 0.15 0.33
O 0.13 0.34 1.31
C 0.04 -0.29 -0.91
B -1.44 -0.57 -0.47
O -2.43 0.34 -0.79
B -3.42 0.27 0.19
N -3.91 1.38 0.98
O -3.92 -1.02 0.44
B -2.86 -1.70 0.96
Br -3.04 -2.50 2.71
O -1.70 -1.72 0.25
H 2.92 -1.02 1.68
H 2.55 -1.71 0.10
H 3.93 -0.67 0.29
H 2.20 1.59 2.00
H 2.17 2.43 0.48
H 3.64 1.58 0.97
H 0.04 0.56 -1.59
H 0.52 -1.12 -1.42
H -4.32 2.12 0.44
H -3.20 1.74 1.61
C -2.02 5.45 -3.55
O -0.86 4.64 -3.66
C 0.23 5.11 -2.87
C 0.36 4.32 -1.58
O -0.75 4.52 -0.72
C -1.68 3.45 -0.76
H -2.85 4.90 -3.99
H -2.26 5.68 -2.51
H -1.88 6.39 -4.10
H 0.11 6.18 -2.65
H 1.14 4.98 -3.46
H 1.25 4.67 -1.05
H 0.50 3.25 -1.80
H -1.28 2.58 -0.23
H -1.93 3.16 -1.79
H -2.59 3.78 -0.26
C -0.41 -5.05 0.33
O 0.33 -5.86 1.23
C 1.72 -5.85 0.97
C 2.47 -4.93 1.91
O 2.10 -3.57 1.71
C 1.18 -3.09 2.68
H -1.41 -4.91 0.73
H 0.05 -4.06 0.20
H -0.48 -5.54 -0.65
H 1.91 -5.56 -0.07
H 2.08 -6.87 1.11
H 3.54 -5.01 1.70
H 2.29 -5.22 2.95
H 1.70 -2.93 3.63
H 0.36 -3.79 2.83
H 0.78 -2.14 2.33
```

The calculation puts the highest occupied orbital energy at -0.3385 Eh. The total charge is 0. The HOMO-LUMO gap is 9.63 eV.

Results of the natural (NBO) charge analysis, in e, for atoms 1 through 4:
1 C -0.41
2 N -0.51
3 C -0.41
4 C 0.77